Record 1
C33H43BrFMnN3O4P as an isolated structure, computed with ωB97M-V with the def2-TZVPD basis set.

Computed properties:
**Gap between HOMO and LUMO (spin up / spin down)**: 0.2085 / 0.2722 Ha
**Net charge**: +1
**Spin multiplicity**: 2

Element x y z (Å)
Mn 0.628 -0.388 0.974
O 1.247 -2.808 4.005
C 1.497 -3.003 2.850
C 2.332 -4.159 2.296
C 2.470 -3.869 0.801
C 1.696 -2.593 0.672
O 1.576 -1.834 -0.331
N 1.103 -2.190 1.775
H 1.829 -5.099 2.518
H 3.287 -4.170 2.820
H 2.031 -4.631 0.155
H 3.497 -3.716 0.469
Br 5.044 2.304 4.865
C 3.626 1.515 3.905
C 2.365 1.451 4.477
C 1.313 0.861 3.780
C 1.532 0.380 2.502
C 2.807 0.426 1.950
C 3.868 0.994 2.641
H 2.204 1.842 5.471
H 0.351 0.787 4.259
H 3.007 0.014 0.954
H 4.860 1.027 2.213
C -1.524 -1.099 4.023
C -2.326 -1.441 2.769
C -3.814 -1.378 3.121
P -1.770 -0.447 1.319
C -2.466 -1.251 -0.207
C -3.843 -1.897 -0.044
C -1.496 -2.293 -0.759
C -2.528 1.244 1.355
C -2.240 1.996 2.651
C -4.014 1.303 0.999
H -1.658 -1.886 4.765
H -1.889 -0.171 4.464
H -0.460 -1.017 3.845
H -2.070 -2.464 2.461
H -4.093 -0.378 3.450
H -3.991 -2.048 3.963
H -4.480 -1.676 2.317
H -2.559 -0.431 -0.928
H -3.803 -2.739 0.647
H -4.157 -2.290 -1.013
H -4.610 -1.205 0.293
H -1.331 -3.093 -0.032
H -0.522 -1.893 -1.037
H -1.917 -2.745 -1.658
H -1.994 1.767 0.557
H -2.819 1.600 3.484
H -2.518 3.043 2.527
H -1.186 1.965 2.918
H -4.635 0.766 1.714
H -4.218 0.920 0.001
H -4.328 2.348 1.008
O -0.992 -0.513 -3.553
C -0.617 0.679 -4.214
N -1.581 1.726 -4.054
C -1.699 2.577 -3.007
O -2.619 3.362 -2.912
C -0.690 2.542 -1.885
C -0.325 3.767 -1.332
C 0.462 3.781 -0.198
C 0.804 2.578 0.398
N 0.430 1.397 -0.108
C -0.267 1.384 -1.258
H -1.697 -0.943 -4.050
H -0.458 0.509 -5.281
H 0.330 0.981 -3.772
H -2.343 1.798 -4.715
H -0.681 4.681 -1.785
H 0.786 4.707 0.252
H 1.383 2.556 1.310
H -0.514 0.412 -1.668
F 2.845 -0.038 -7.668
C 2.895 0.152 -6.340
C 2.613 -0.917 -5.502
C 2.656 -0.719 -4.140
C 2.981 0.546 -3.591
C 3.005 0.743 -2.205
C 3.270 1.601 -4.493
C 3.226 1.410 -5.856
H 2.369 -1.878 -5.931
H 2.434 -1.535 -3.465
H 3.273 1.704 -1.791
H 2.825 -0.080 -1.532
H 3.536 2.572 -4.096
H 3.452 2.205 -6.552

Atomic partial charges in e from the Mulliken method, atoms 1 to 2: atom 1 (Mn): 0.681, atom 2 (O): -0.592

---

Record 2
A 11-piece molecular cluster, C30H69ClN3O11P overall, computed with ωB97M-V with the def2-TZVPD basis set.

Computed properties:
**Gap between HOMO and LUMO**: 0.3045 Ha

Element x y z (Å)
H -1.598 -2.728 -0.145
N -1.686 -1.819 0.315
C -1.245 -0.978 -0.520
C -1.143 0.492 -0.265
C 0.299 0.846 -0.518
C 0.662 1.245 -1.778
C 2.012 1.523 -2.086
C 2.961 1.374 -1.116
C 2.621 0.993 0.200
N 3.613 0.848 1.118
C 3.208 0.503 2.307
C 1.858 0.314 2.643
P 1.565 -0.079 4.420
O 1.192 1.415 4.990
Cl -0.241 -1.055 4.454
N 0.881 0.407 1.775
C 1.269 0.740 0.518
H -0.858 -1.284 -1.490
H -1.767 1.028 -0.972
H -1.453 0.730 0.746
H -0.087 1.348 -2.545
H 2.271 1.814 -3.089
H 4.002 1.548 -1.344
H 3.959 0.372 3.073
H 1.756 1.569 5.754
C -2.993 4.313 -4.267
C -3.013 3.004 -3.495
O -2.160 3.054 -2.358
H -1.978 4.552 -4.587
H -3.636 4.263 -5.147
H -3.334 5.136 -3.636
H -2.657 2.181 -4.117
H -4.035 2.771 -3.173
H -2.463 3.765 -1.782
C 2.006 -3.975 -0.600
C 0.829 -4.897 -0.333
O -0.147 -4.796 -1.373
H 1.666 -2.941 -0.679
H 2.746 -4.039 0.199
H 2.493 -4.233 -1.544
H 0.336 -4.622 0.598
H 1.162 -5.937 -0.254
H 0.281 -5.046 -2.197
C 5.488 -0.432 6.679
C 4.412 -1.456 6.993
O 4.014 -2.165 5.824
H 5.131 0.271 5.925
H 5.773 0.127 7.572
H 6.381 -0.916 6.275
H 3.522 -0.963 7.373
H 4.768 -2.166 7.749
H 4.779 -2.620 5.458
C -3.678 -2.308 -4.161
C -3.277 -0.847 -4.227
O -2.017 -0.624 -3.594
H -3.732 -2.637 -3.121
H -4.648 -2.470 -4.633
H -2.946 -2.936 -4.661
H -4.001 -0.220 -3.707
H -3.221 -0.513 -5.270
H -1.362 -1.162 -4.050
C -0.455 2.960 -7.052
C 0.050 1.748 -6.291
O 0.679 2.113 -5.065
H 0.367 3.644 -7.264
H -0.918 2.665 -7.995
H -1.192 3.506 -6.462
H 0.798 1.216 -6.876
H -0.776 1.059 -6.079
H 0.028 2.573 -4.522
C -4.745 4.707 1.943
C -3.933 4.015 0.866
O -2.588 4.499 0.844
H -4.743 5.786 1.779
H -5.778 4.358 1.955
H -4.313 4.526 2.929
H -4.352 4.215 -0.120
H -3.927 2.934 1.026
H -2.198 4.319 1.704
C -3.904 -0.527 2.660
C -4.723 0.336 3.601
O -5.154 1.553 2.981
H -3.026 0.005 2.304
H -3.575 -1.441 3.157
H -4.490 -0.804 1.780
H -4.136 0.624 4.471
H -5.605 -0.214 3.949
H -5.681 1.308 2.215
C 7.947 1.513 0.225
C 7.289 0.354 -0.502
O 6.164 -0.141 0.211
H 8.261 1.204 1.223
H 8.820 1.878 -0.321
H 7.245 2.341 0.345
H 7.987 -0.476 -0.607
H 6.976 0.663 -1.507
H 5.521 0.580 0.304
C -0.019 0.442 9.553
C 0.930 -0.374 8.697
O 2.220 0.239 8.609
H -0.128 1.448 9.145
H -1.003 -0.025 9.600
H 0.366 0.542 10.571
H 0.554 -0.457 7.678
H 1.040 -1.384 9.104
H 2.574 0.309 9.500
C -2.050 -5.782 -8.040
C -1.741 -5.367 -6.614
O -2.898 -4.866 -5.947
H -2.450 -4.938 -8.602
H -1.155 -6.148 -8.546
H -2.803 -6.573 -8.057
H -1.003 -4.566 -6.601
H -1.337 -6.214 -6.049
H -3.557 -5.566 -5.937

Atomic partial charges in e from the Mulliken method, atoms 1 to 2: atom 1 (H): 0.253, atom 2 (N): -0.590

---

Record 3
C12H15IrNO7P2S as an isolated structure, computed with ωB97M-V with the def2-TZVPD basis set.

Computed properties:
**Gap between HOMO and LUMO (spin up / spin down)**: 0.2474 / 0.2440 Ha
**Net charge**: +2
**Spin multiplicity**: 2

Element x y z (Å)
Ir -0.706 -0.081 -0.494
C 1.072 3.196 -3.816
C 1.039 2.454 -2.487
O 1.911 3.105 -1.596
P 1.439 0.682 -2.705
O 2.975 0.614 -2.898
O 0.832 0.097 -4.019
O 1.048 -0.129 -1.440
P -0.634 2.316 -1.747
O -1.458 3.609 -2.004
O -1.268 1.073 -2.381
O -0.394 1.955 -0.258
H 2.067 3.133 -4.254
H 0.845 4.244 -3.627
H 0.347 2.795 -4.523
H 2.018 2.613 -0.771
H 3.403 -0.228 -3.118
H -0.140 0.076 -4.039
H -1.593 4.240 -1.280
C -2.705 -2.096 -2.069
C -2.588 -2.473 -0.631
C -3.341 -3.531 -0.105
C -3.201 -3.900 1.207
C -2.276 -3.219 2.027
C -2.025 -3.561 3.382
C -1.081 -2.887 4.130
C -0.356 -1.844 3.566
C -0.591 -1.471 2.236
S 0.236 -0.207 1.484
C -1.560 -2.164 1.459
N -1.734 -1.778 0.151
H -3.433 -2.724 -2.574
H -1.740 -2.225 -2.565
H -3.015 -1.055 -2.183
H -4.029 -4.053 -0.754
H -3.785 -4.716 1.616
H -2.589 -4.373 3.824
H -0.901 -3.172 5.157
H 0.389 -1.314 4.146

Atomic partial charges in e from the Mulliken method, atoms 1 to 2: atom 1 (Ir): 1.529, atom 2 (C): -1.530

---

Record 4
C34H29ClO4P2SSbSe4Ti as an isolated structure, computed with ωB97M-V with the def2-TZVPD basis set.

Computed properties:
**Gap between HOMO and LUMO (spin up / spin down)**: 0.1806 / 0.1822 Ha
**Net charge**: -2
**Spin multiplicity**: 2

Element x y z (Å)
Ti 3.215 -1.687 6.027
Se -5.130 -3.666 6.170
Sb -6.708 -5.555 6.568
Se 1.287 -2.528 7.165
Se 3.370 -3.146 7.891
Se -6.800 -6.853 4.497
Cl 6.248 2.086 5.370
C 4.627 2.062 6.085
C 4.103 0.643 6.055
O 3.167 0.332 5.259
O 4.745 -0.334 6.713
H 4.075 2.828 5.598
H 4.925 2.355 7.120
O -1.969 -6.838 4.176
C -1.631 -5.887 3.243
O -2.354 -5.674 2.290
C -0.290 -5.203 3.514
C 0.698 -5.776 4.365
C 1.897 -5.116 4.637
C 2.103 -3.793 4.160
S 3.740 -3.139 4.190
C 1.138 -3.170 3.287
C -0.046 -3.811 2.958
H -1.539 -6.709 5.046
H 0.594 -6.766 4.878
H 2.597 -5.624 5.178
H 1.362 -2.122 3.093
H -0.884 -3.468 2.338
C 1.069 2.095 -1.372
P 0.620 0.339 -1.113
C -1.140 0.430 -0.673
C -2.011 0.772 -1.677
C -3.375 0.600 -1.512
C -3.826 -0.089 -0.367
C -2.949 -0.366 0.678
C -1.624 0.001 0.603
C 0.746 -0.539 -2.718
C 1.994 -0.556 -3.358
C 2.169 -1.283 -4.554
C 1.121 -1.964 -5.128
C -0.120 -1.969 -4.497
C -0.278 -1.429 -3.241
P 1.180 3.193 -2.805
C 0.145 2.602 -4.173
C 0.755 1.769 -5.190
C 0.000 1.389 -6.284
C -1.366 1.797 -6.416
C -1.882 2.678 -5.453
C -1.176 3.003 -4.309
C 0.477 4.731 -2.173
C -0.656 4.708 -1.297
C -1.545 5.756 -1.209
C -1.250 6.959 -1.875
C 0.052 7.065 -2.446
C 0.900 5.968 -2.614
H 2.115 2.056 -0.933
H 0.561 2.638 -0.613
H -1.541 1.263 -2.541
H -4.187 0.871 -2.212
H -4.918 -0.403 -0.296
H -3.370 -0.961 1.457
H -0.926 0.049 1.444
H 2.891 -0.279 -2.799
H 3.101 -1.230 -5.109
H 1.435 -2.628 -5.956
H -0.992 -2.471 -4.910
H -1.192 -1.600 -2.689
H 1.807 1.495 -5.111
H 0.369 0.692 -7.075
H -1.927 1.513 -7.337
H -2.972 2.997 -5.517
H -1.686 3.567 -3.520
H -1.023 3.776 -0.796
H -2.508 5.658 -0.665
H -1.954 7.801 -1.794
H 0.476 8.024 -2.623
H 1.870 6.071 -3.110

Atomic partial charges in e from the Mulliken method, atoms 1 to 2: atom 1 (Ti): 0.513, atom 2 (Se): -0.595

---

Record 5
An isolated molecule of C2H3N3OS, computed with ωB97M-V with the def2-TZVPD basis set.

Computed properties:
**Gap between HOMO and LUMO (spin up / spin down)**: 0.3065 / 0.3065 Ha

Element x y z (Å)
C 0.077 0.148 0.255
N 1.421 0.427 -0.131
C 1.920 1.574 0.084
N 2.419 2.564 0.430
N 2.593 -0.840 -0.231
O 2.001 -1.879 -0.368
S 4.024 -0.311 -0.064
H -0.264 1.165 0.521
H -0.461 -0.210 -0.658
H -0.044 -0.544 1.037

Atomic partial charges in e from the natural (NBO) method, atoms 1 to 2: atom 1 (C): -0.413, atom 2 (N): -0.405

---

Record 6
An isolated molecule of C3H5N3O, computed with ωB97M-V with the def2-TZVPD basis set.

Computed properties:
**Gap between HOMO and LUMO**: 0.3291 Ha

Element x y z (Å)
H -0.259 -2.517 -0.392
N 0.010 -2.031 0.359
C 0.270 -0.777 0.260
N 0.647 0.194 1.235
C 0.169 1.446 0.906
C 0.045 1.340 -0.483
N 0.294 0.083 -1.023
O -0.599 -0.790 -1.875
H 0.554 -0.458 2.078
H 0.357 2.387 1.564
H -0.116 2.010 -1.335
H -1.372 -0.887 -1.293

Atomic partial charges in e from the natural (NBO) method, atoms 1 to 2: atom 1 (H): 0.371, atom 2 (N): -0.734

---

Record 7
C4H7ClOS as an isolated structure, computed with ωB97M-V with the def2-TZVPD basis set.

Computed properties:
**Gap between HOMO and LUMO**: 0.3397 Ha

Element x y z (Å)
C -0.113 1.265 -2.310
C -1.150 0.747 -1.598
C 0.951 -0.988 1.963
C 0.694 -0.317 0.593
O -1.873 -0.376 1.096
S -0.937 0.627 0.657
Cl -2.734 0.255 -1.989
H -0.265 1.385 -3.392
H 0.827 1.448 -1.761
H 1.505 -1.992 1.745
H 1.478 -0.225 2.613
H -0.191 -1.167 2.407
H 0.425 -0.968 -0.268
H 1.384 0.306 0.244

Atomic partial charges in e from the natural (NBO) method, atoms 1 to 2: atom 1 (C): -0.496, atom 2 (C): -0.183

---

Record 8
An isolated ion of composition C2H4NS and charge +1, computed with ωB97M-V with the def2-TZVPD basis set.

Computed properties:
**Gap between HOMO and LUMO (spin up / spin down)**: 0.3079 / 0.3078 Ha
**Net charge**: +1

Element x y z (Å)
C 0.828 -0.005 -1.697
C 0.029 -0.423 1.579
N -0.137 0.640 -2.025
S 0.949 -0.692 0.333
H 1.598 -0.472 -2.209
H 0.038 -1.156 2.297
H -0.960 0.950 -1.498
H -0.533 0.435 1.797

Atomic partial charges in e from the natural (NBO) method, atoms 1 to 2: atom 1 (C): 0.237, atom 2 (C): -0.361

---

Total energy, respectively: -160941.1709 -81031.6463 -60751.1266 -376895.1526 -19470.6038 -9705.4496 -29663.0618 -14453.4549 eV.